20
Properties=species:S:1:pos:R:3:forces:R:3 method="wB97M-V/def2-TZVPD" fmax_ha_per_bohr=0.030 de_lowest_kcal_mol=1.1 homo_ev=-12.664 total_charge=0 smiles=C.C.C.C
C -2.325687 -0.865119 -5.828785 0.2 0.6 -1.4
H -1.624939 -1.602544 -5.455704 -0.4 -0.3 0.4
H -1.962717 -0.625953 -6.835389 0.2 0.1 0.1
H -3.345416 -1.196590 -6.041895 0.2 -0.2 0.7
H -2.278425 0.067387 -5.267240 -0.2 -0.2 0.2
C 3.997850 3.220391 0.733259 -0.1 0.6 -0.6
H 3.815167 3.721561 -0.219308 -0.1 -0.4 -0.2
H 3.077874 3.344028 1.305184 0.3 -0.1 0.3
H 4.254425 2.176070 0.590296 -0.1 0.0 0.0
H 4.852054 3.759422 1.131515 -0.1 -0.1 0.5
C -2.202552 -0.733810 4.397649 0.3 0.3 0.6
H -1.246890 -0.400235 4.809308 -0.1 -0.3 0.2
H -2.349661 -0.086762 3.535482 -0.4 -0.4 -0.2
H -2.161297 -1.800816 4.193956 0.1 0.1 -0.4
H -2.980529 -0.599730 5.155463 0.1 0.3 -0.2
C 0.529508 -1.623545 0.743257 -0.6 -1.2 0.4
H 0.730419 -1.086219 1.669959 0.7 0.2 -0.4
H -0.225237 -2.340372 1.073583 -0.5 0.2 -0.3
H 0.155432 -1.011662 -0.067410 -0.1 0.2 0.1
H 1.290620 -2.315507 0.376818 0.5 0.7 0.2

---

104
Properties=species:S:1:pos:R:3:forces:R:3 method="wB97M-V/def2-TZVPD" fmax_ha_per_bohr=0.010 de_lowest_kcal_mol=14.7 homo_ev=-10.466 total_charge=+1
Cd -0.055125 -0.957156 0.282567 0.3 0.3 0.3
C 1.855661 0.759801 3.338313 0.0 -0.4 0.1
C 2.251100 -0.715431 3.552305 0.0 0.1 0.0
S 1.096809 -1.942303 2.883370 -0.1 0.1 0.0
C 2.184994 -3.124710 2.076475 -0.1 0.0 0.0
C 3.255548 -2.559625 1.158950 0.2 0.0 -0.1
S 2.716620 -1.322535 -0.044594 -0.1 -0.1 -0.2
C 3.529439 0.194943 0.545609 0.1 0.0 0.0
C 2.634900 1.419071 0.701876 0.1 0.0 0.0
S 1.183704 1.241469 1.745292 -0.2 0.1 -0.3
H 2.716738 1.400180 3.535933 0.0 0.0 0.1
H 1.078854 1.042618 4.048597 0.0 0.0 0.0
H 2.331016 -0.893282 4.623450 0.0 0.0 0.0
H 3.228429 -0.918609 3.125163 0.0 0.0 0.0
H 1.500139 -3.745902 1.495856 0.0 0.0 0.0
H 2.660905 -3.769491 2.814858 0.0 0.0 0.1
H 3.646233 -3.392546 0.576460 0.1 0.0 0.0
H 4.100365 -2.139867 1.702529 0.0 0.0 0.1
H 4.300773 0.438509 -0.185042 0.0 0.0 0.0
H 4.039893 -0.049498 1.474419 0.0 0.1 0.0
H 2.214513 1.707980 -0.258020 0.0 0.0 -0.1
H 3.235661 2.254835 1.066628 0.0 0.0 0.0
O -1.444050 0.903881 -0.503329 0.1 0.0 0.2
C -2.524509 1.304645 0.322112 0.1 -0.1 -0.1
C -2.843327 0.288658 1.389506 0.1 0.0 0.0
C -4.072957 0.352058 2.031375 -0.1 0.1 0.0
C -4.364391 -0.560324 3.024439 -0.1 0.0 0.0
C -3.428554 -1.537027 3.335659 0.0 0.0 0.0
C -2.238038 -1.542983 2.642796 0.0 0.2 -0.2
N -1.934776 -0.632716 1.700274 -0.2 -0.2 0.2
H -0.818324 1.660266 -0.564012 -0.2 0.0 -0.1
H -3.417970 1.444786 -0.286856 -0.1 0.0 -0.1
H -2.293487 2.261816 0.793675 0.0 0.1 0.0
H -4.789016 1.112961 1.742461 0.0 0.0 0.0
H -5.317292 -0.526551 3.538202 0.0 0.0 0.0
H -3.623841 -2.290652 4.087190 0.0 0.0 0.0
H -1.496204 -2.304007 2.833691 0.0 0.0 0.0
C 1.950908 0.782130 -3.840505 0.0 0.0 -0.1
C 0.947370 0.150755 -2.912523 0.0 -0.3 0.0
N 0.036672 -0.661772 -3.472173 0.2 0.3 -0.1
O 0.999093 0.352967 -1.695954 -0.1 0.1 0.0
H 1.485111 1.122047 -4.767381 0.0 0.0 0.0
H 2.713227 0.041964 -4.096827 0.0 0.0 0.0
H 2.432404 1.615079 -3.336863 0.0 0.0 0.0
H 0.110754 -0.899678 -4.445816 0.0 0.0 0.0
H -0.499943 -1.282671 -2.876286 -0.1 -0.1 0.1
C 0.639704 6.378185 -2.121958 0.0 0.1 0.0
As -0.473273 4.833875 -1.934010 0.0 -0.1 0.1
C -0.221052 3.780840 -3.515907 0.0 0.0 -0.1
C -2.272215 5.484246 -2.066607 -0.1 0.0 0.0
S -0.072236 3.764433 -0.180769 0.1 0.1 0.0
H 0.325958 6.965680 -2.983798 0.0 0.0 0.0
H 1.669580 6.054865 -2.239224 0.1 0.0 0.0
H 0.546464 6.963727 -1.211889 0.0 0.1 0.0
H -0.575503 4.313963 -4.398537 0.0 0.0 0.0
H -0.780724 2.857630 -3.380892 0.0 -0.1 -0.1
H 0.837632 3.556645 -3.612345 0.0 0.0 0.0
H -2.355633 6.164001 -2.914947 0.0 0.0 0.0
H -2.523474 6.000386 -1.144445 0.0 0.0 0.0
H -2.938462 4.635879 -2.203466 0.0 0.0 0.0
C -3.915577 -4.332053 0.273080 0.0 0.0 -0.1
C -3.045391 -5.408385 0.909079 0.1 0.0 -0.2
C -3.382486 -6.778167 0.333500 0.0 -0.1 -0.1
C -3.209542 -5.416838 2.419679 -0.1 0.0 0.1
O -1.650572 -5.137769 0.682965 0.1 0.1 0.1
Si -0.778998 -4.713809 -0.634849 0.0 -0.1 0.0
S -0.985821 -2.680240 -1.148893 -0.1 -0.3 0.0
O 0.776511 -5.088359 -0.234947 -0.1 -0.1 0.0
C 1.359939 -6.421687 -0.142874 -0.2 0.1 0.0
C 1.978801 -6.743634 -1.492930 0.0 -0.1 -0.1
C 0.328575 -7.479944 0.249105 0.0 0.1 0.0
C 2.431590 -6.358888 0.931864 0.1 0.0 0.1
O -1.280820 -5.624732 -1.888264 0.0 0.0 0.0
C -1.608768 -5.510104 -3.282917 0.1 0.0 0.2
C -1.683198 -6.939972 -3.790431 0.0 -0.1 -0.1
C -2.961198 -4.825311 -3.420977 -0.1 0.0 0.0
C -0.524442 -4.740563 -4.024654 0.1 0.1 -0.1
H -4.967439 -4.530299 0.497109 0.1 0.0 0.0
H -3.791721 -4.314935 -0.813897 0.0 0.0 0.2
H -3.652186 -3.343473 0.654362 0.0 0.0 0.0
H -4.432815 -7.017743 0.517603 0.1 0.0 0.0
H -2.762659 -7.547487 0.801275 -0.1 0.1 0.0
H -3.200387 -6.799694 -0.743268 0.0 0.0 0.1
H -4.256059 -5.571015 2.694415 0.1 0.0 0.0
H -2.873699 -4.463997 2.835106 0.0 0.0 0.0
H -2.610963 -6.216039 2.861965 0.0 0.0 0.0
H 1.199461 -6.915188 -2.239260 0.0 0.0 0.0
H 2.597780 -7.643266 -1.428493 -0.1 0.1 0.0
H 2.603222 -5.910283 -1.825148 0.0 -0.1 0.0
H -0.472800 -7.555024 -0.488245 0.1 0.0 0.0
H -0.113457 -7.246686 1.220938 0.0 0.0 -0.1
H 0.822947 -8.451297 0.316813 0.0 0.0 0.0
H 3.280437 -5.746767 0.613533 -0.1 0.0 0.0
H 2.804995 -7.362712 1.145730 0.0 0.1 0.0
H 2.015663 -5.948340 1.853493 0.0 -0.1 0.0
H -2.459450 -7.492740 -3.256444 0.0 0.0 0.0
H -0.727734 -7.446907 -3.634899 -0.1 0.0 0.0
H -1.915067 -6.955522 -4.858562 0.0 0.0 0.1
H -3.731204 -5.402210 -2.902184 0.0 0.0 0.0
H -3.238628 -4.754961 -4.475787 0.0 0.0 0.1
H -2.934625 -3.818554 -2.998381 0.0 0.0 0.0
H 0.434621 -5.257339 -3.947842 0.0 0.0 0.0
H -0.410737 -3.734271 -3.613725 0.0 -0.1 0.0
H -0.786496 -4.663431 -5.083159 0.0 0.0 0.0